This record from the OMol25 dataset describes a cluster of 3 separate species, C2H12N2O2 in total. The level of theory is ωB97M-V/def2-TZVPD.

Atoms and positions in Å:
1 C 0.6805 0.8525 1.8185
2 N 0.5317 -0.4751 1.2197
3 C -0.6432 -0.5722 0.3397
4 N -0.5155 0.1605 -0.9051
5 H 1.5549 0.8715 2.4640
6 H -0.1999 1.1682 2.3916
7 H 0.8397 1.5920 1.0335
8 H 0.3719 -1.1270 1.9796
9 H -0.7997 -1.6252 0.1128
10 H -1.5452 -0.2064 0.8476
11 H 0.3344 -0.1107 -1.3883
12 H -0.4372 1.1520 -0.7193
13 H -2.1822 0.0188 -1.9744
14 H -2.9072 -0.4400 -3.2531
15 O -3.0596 -0.2320 -2.3275
16 H 3.3092 -0.6000 -0.9362
17 H 2.1547 -0.3597 0.0784
18 O 2.5128 -0.0673 -0.7814

## Properties
Spin multiplicity: 1
SMILES: CNCN.O.O
Frontier orbital gap, eV: 10.7
Relative energy (zero: lowest compared OMol25 entry of this formula, charge and spin), kcal/mol: 5.7

This record from the OMol25 dataset describes a structure of composition C21H30CuN4OS. The level of theory is ωB97M-V/def2-TZVPD.

Atoms and positions in Å:
1 Cu -0.7179 0.2059 1.4571
2 C -3.3423 -1.6039 -3.0298
3 C -2.4795 -2.7002 -2.4153
4 N -1.0817 -2.3252 -2.2831
5 C -0.2030 -2.5159 -3.4291
6 C 0.0864 -1.2268 -4.1919
7 C -0.5983 -1.6880 -1.1828
8 S -1.6770 -1.2830 0.0916
9 N 0.7173 -1.5140 -1.1466
10 C 1.3196 -0.3881 -0.7721
11 O 0.8660 0.7632 -0.8883
12 C 2.7072 -0.5523 -0.2059
13 C 3.4132 0.5828 0.1752
14 C 4.6763 0.4662 0.7354
15 C 5.2417 -0.7884 0.9207
16 C 4.5377 -1.9252 0.5456
17 C 3.2741 -1.8068 -0.0146
18 H -4.3910 -1.9094 -3.0420
19 H -3.0400 -1.3887 -4.0569
20 H -3.2486 -0.6938 -2.4361
21 H -2.5187 -3.6068 -3.0259
22 H -2.8556 -2.9481 -1.4251
23 H -0.6854 -3.2422 -4.0868
24 H 0.7362 -2.9453 -3.0783
25 H -0.8320 -0.7888 -4.5859
26 H 0.7600 -1.4252 -5.0291
27 H 0.5609 -0.5007 -3.5320
28 H 2.9392 1.5457 0.0404
29 H 5.2158 1.3544 1.0414
30 H 6.2253 -0.8810 1.3658
31 H 4.9713 -2.9061 0.6992
32 H 2.7042 -2.6809 -0.3000
33 C 1.6457 1.1646 5.0395
34 C 0.9588 0.3114 3.9664
35 C 1.9971 -0.5739 3.2810
36 C 0.1854 1.1540 2.9461
37 H 2.1699 0.5561 5.7863
38 H 0.9185 1.7929 5.5602
39 H 2.3791 1.8290 4.5703
40 H 0.2486 -0.3504 4.4801
41 H 2.7097 0.0437 2.7240
42 H 1.5185 -1.2422 2.5623
43 H 2.5648 -1.1766 3.9991
44 H 0.9023 1.8495 2.4736
45 H -0.5123 1.8035 3.4998
46 N -1.6441 1.7136 -1.7614
47 C -2.4921 2.2301 -0.8405
48 C -3.6846 2.8825 -1.2204
49 C -4.5113 3.3765 -0.2389
50 C -4.1624 3.2212 1.1013
51 C -2.9789 2.5590 1.3751
52 N -2.1592 2.0754 0.4471
53 H -1.7708 1.9452 -2.7278
54 H -0.7582 1.3019 -1.4537
55 H -3.9360 2.9801 -2.2697
56 H -5.4313 3.8801 -0.5131
57 H -4.7864 3.5953 1.9007
58 H -2.6520 2.3942 2.3975

## Properties
Spin multiplicity: 1
Total charge: -1
Frontier orbital gap, eV: 6.4
Relative energy (zero: lowest compared OMol25 entry of this formula, charge and spin), kcal/mol: 0.0

This record from the OMol25 dataset describes a cluster of 6 separate species, C15H45N3O6 in total. The level of theory is ωB97M-V/def2-TZVPD.

Atoms and positions in Å:
1 C 2.6515 -0.2425 3.3414
2 O 3.3756 -1.3975 3.4399
3 H 3.3724 0.5614 3.4907
4 H 2.3244 -0.1901 2.3029
5 H 1.7930 -0.2635 4.0127
6 H 2.7103 -2.0743 3.2952
7 C 0.5370 4.4571 0.2003
8 O -0.2262 4.0126 1.2844
9 H 0.8645 5.4561 0.4879
10 H 1.4433 3.8611 0.0932
11 H -0.0314 4.4188 -0.7290
12 H 0.2201 4.2871 2.0888
13 C 0.6145 1.3723 -0.6077
14 O -0.5319 1.4129 0.1453
15 H 0.6942 2.2092 -1.3015
16 H 1.4181 1.4363 0.1259
17 H 0.5550 0.4578 -1.1978
18 H -0.5646 2.3363 0.4058
19 C 5.6423 3.6904 -1.3371
20 C 4.8725 2.4119 -1.0378
21 C 4.4091 1.6223 -2.3268
22 O 3.3301 2.2969 -3.0241
23 C 2.7584 1.4918 -4.0140
24 N 5.7879 1.6274 -0.1693
25 H 5.0159 4.3282 -1.9607
26 H 6.5545 3.4495 -1.8830
27 H 5.8532 4.3136 -0.4680
28 H 3.9716 2.6156 -0.4591
29 H 3.9814 0.6579 -2.0531
30 H 5.2909 1.4396 -2.9408
31 H 3.3397 0.7693 -4.5869
32 H 2.1534 2.1764 -4.6084
33 H 2.0915 0.8745 -3.4122
34 H 5.5712 0.6478 -0.0526
35 H 5.8341 2.0589 0.7427
36 C -4.5264 -4.7266 -1.8809
37 C -3.7258 -3.7426 -1.0559
38 C -2.2721 -3.5609 -1.4901
39 O -1.6756 -2.6399 -0.6430
40 C -0.2450 -2.5888 -0.7490
41 N -4.4212 -2.4382 -1.0741
42 H -5.5623 -4.8109 -1.5522
43 H -4.1123 -5.6705 -1.5266
44 H -4.5370 -4.7008 -2.9705
45 H -3.7232 -4.1521 -0.0457
46 H -2.2065 -3.1742 -2.5071
47 H -1.7610 -4.5198 -1.4043
48 H 0.1472 -2.2546 -1.7095
49 H 0.2453 -3.5013 -0.4100
50 H 0.1356 -1.8431 -0.0510
51 H -4.3619 -2.0961 -2.0225
52 H -3.8018 -1.7629 -0.6492
53 C -0.9510 -1.1479 2.7442
54 C -2.4496 -1.2845 2.5183
55 C -3.1085 -0.1637 1.6283
56 O -4.4534 -0.2736 1.7680
57 C -5.1911 0.9083 1.6078
58 N -2.7545 -2.5714 1.9975
59 H -0.5255 -2.0520 3.1797
60 H -0.6778 -0.3197 3.3981
61 H -0.3362 -1.0230 1.8529
62 H -2.9073 -1.2836 3.5075
63 H -2.7681 -0.3324 0.6066
64 H -2.7719 0.8331 1.9134
65 H -4.7897 1.5280 0.8060
66 H -5.1915 1.5174 2.5118
67 H -6.1839 0.5069 1.4050
68 H -2.4591 -2.5265 1.0327
69 H -3.7541 -2.7147 1.9766

## Properties
Spin multiplicity: 2
Total charge: +1
Frontier orbital gap (alpha / beta), eV: 8.8 / 3.0
Relative energy (zero: lowest compared OMol25 entry of this formula, charge and spin), kcal/mol: 0.0
<S²>: 0.755

This record from the OMol25 dataset describes a cluster of 2 separate species, C8H18NOS in total. The level of theory is ωB97M-V/def2-TZVPD.

Atoms and positions in Å:
1 C -0.0570 -2.5400 -0.4578
2 C 0.5436 -1.1920 -0.1724
3 C -1.8685 0.9303 1.9010
4 C 0.4597 1.5825 -2.0740
5 C 2.9248 0.5061 0.9510
6 C -1.1930 -0.4156 1.4990
7 C 0.0691 -0.2920 0.6294
8 C -0.8028 1.6889 -1.3822
9 N -1.7965 1.0043 -1.8417
10 O -0.8503 2.3935 -0.2936
11 S 1.1939 1.0821 1.0799
12 H 0.5031 -3.2175 0.2364
13 H -1.0999 -2.5126 -0.1977
14 H 1.5646 -1.1665 -0.5944
15 H -2.5619 0.6681 2.6284
16 H -1.4372 1.7805 2.2545
17 H -2.5390 1.1703 1.0480
18 H 1.3698 1.0336 -1.5271
19 H 0.7887 2.5727 -2.2616
20 H 0.3282 1.1487 -3.0039
21 H 3.5271 0.9878 0.2481
22 H 2.8248 -0.4270 0.5506
23 H 3.3466 0.4704 1.9603
24 H -1.7179 -1.1864 0.9463
25 H -0.9668 -0.8000 2.4592
26 H -1.7791 0.5384 -2.7203
27 H 0.0902 -2.7077 -1.5602
28 H -2.6357 1.0229 -1.3905
29 H 0.1364 2.3936 0.1170

## Properties
Spin multiplicity: 1
Total charge: +1
Frontier orbital gap, eV: 9.0
Relative energy (zero: lowest compared OMol25 entry of this formula, charge and spin), kcal/mol: 41.7